{"formula": "CH2IOP", "method": "ωB97M-V with the def2-TZVPD basis set", "lumo_ev": -0.156, "charge": 0, "e_above_lowest_ev": 1.022, "homo_energy_ev": -8.92, "spin_multiplicity": 1, "homo_lumo_gap_ev": 8.76, "elements": ["I", "H", "O", "P", "C", "H"], "xyz": [[2.464006, -0.040136, -0.142814], [0.247813, -1.540458, -0.274208], [-2.193415, 0.107776, -0.000273], [-0.725550, 0.403896, 0.181402], [0.530391, -0.600925, -0.094368], [-0.323243, 1.669849, 0.330260]], "atomic_forces_ev_per_a": [[0.86, 0.21, 0.07], [-0.59, -3.77, -0.73], [2.07, 0.59, 0.60], [-2.29, -2.04, -1.10], [-0.43, 3.42, 0.81], [0.37, 1.60, 0.35]], "mulliken_charge": [0.12, 0.46, -0.59, 0.46, -0.53, 0.08]}